No. 1
Formula: C39H42N4OS2SiV
Source: OMol25
Level of theory: the ωB97M-V functional and the def2-TZVPD basis

Summary:
Net charge   +2
Electronic energy   -3835.1501 Eh
2S+1   2
Max |F|   1.5 eV/A
E_LUMO (spin up / spin down)   -7.19 / -6.73 eV
Energy above the lowest of the compared OMol25 structures with the same formula, charge and spin   0.566 eV
HOMO-LUMO gap (spin up / spin down)   0.2238 / 0.2409 Eh

Cartesian coordinates (Å):
V 0.5184 0.5031 0.1498
C -1.0063 3.5617 0.0998
C -1.6811 2.2392 -0.1842
C -2.0904 1.9195 -1.4869
C -3.0195 0.9175 -1.7167
C -3.5419 0.1892 -0.6516
C -3.0888 0.4282 0.6365
C -2.1682 1.4474 0.8685
H -1.7714 4.2703 0.4249
H -0.5332 3.9657 -0.7922
H -0.2686 3.5087 0.8990
H -1.7445 2.5317 -2.3119
H -3.3709 0.7337 -2.7249
H -4.3069 -0.5579 -0.8277
H -3.4859 -0.1350 1.4724
H -1.9272 1.7182 1.8901
C -0.9360 -1.8678 -1.1482
C -0.0501 -1.1972 -2.1452
C 0.0840 -1.7203 -3.4361
C 0.9260 -1.1173 -4.3294
C 1.6728 0.0215 -3.9510
C 2.5828 0.6799 -4.8056
C 3.2760 1.7669 -4.3507
C 3.0925 2.2370 -3.0347
C 2.2110 1.6129 -2.1867
S 1.9354 2.1643 -0.5322
C 1.4947 0.5007 -2.6474
N 0.6248 -0.1114 -1.7630
H -0.6577 -2.9165 -1.0364
H -1.9725 -1.8056 -1.4632
H -0.8843 -1.4365 -0.1353
H -0.4847 -2.6004 -3.7053
H 1.0353 -1.5116 -5.3337
H 2.7246 0.3102 -5.8140
H 3.9760 2.2748 -5.0000
H 3.6493 3.0985 -2.6861
C 2.2718 -5.7617 -1.3367
N 1.2828 -6.1971 -0.3771
C 0.8435 -7.5955 -0.3227
C -0.1676 -7.6044 0.8361
N -0.1205 -6.2136 1.2873
C 0.7262 -5.4503 0.5840
S 1.0165 -3.8132 0.9167
H 2.0601 -6.2187 -2.3034
H 3.2787 -6.0464 -1.0265
H 2.2268 -4.6807 -1.4281
H 1.6943 -8.2501 -0.1347
H 0.3941 -7.8853 -1.2716
H 0.1258 -8.2853 1.6319
H -1.1685 -7.8734 0.5063
H -0.5908 -5.8678 2.1036
O 0.5812 0.9154 1.7242
Si 0.8398 1.3536 3.3918
C 2.6201 0.9755 3.7178
C 2.9808 0.6077 5.0203
C 4.3129 0.4117 5.3583
C 5.3047 0.5630 4.3979
C 4.9671 0.9209 3.0993
C 3.6359 1.1306 2.7646
C 0.4672 3.1423 3.5106
C 1.4458 4.0725 3.1368
C 1.1940 5.4335 3.2269
C -0.0339 5.8808 3.7020
C -1.0120 4.9705 4.0832
C -0.7633 3.6080 3.9876
C -0.2928 0.2529 4.3291
C -0.7397 -0.9646 3.8047
C -1.5103 -1.8261 4.5699
C -1.8436 -1.4826 5.8739
C -1.4092 -0.2781 6.4128
C -0.6395 0.5867 5.6451
H 2.2166 0.4658 5.7774
H 4.5774 0.1403 6.3729
H 6.3432 0.4041 4.6619
H 5.7432 1.0474 2.3538
H 3.3939 1.4471 1.7532
H 2.4153 3.7345 2.7836
H 1.9570 6.1461 2.9384
H -0.2231 6.9432 3.7889
H -1.9658 5.3220 4.4570
H -1.5341 2.9051 4.2893
H -0.4798 -1.2599 2.7919
H -1.8476 -2.7676 4.1541
H -2.4405 -2.1578 6.4739
H -1.6709 -0.0115 7.4289
H -0.3112 1.5289 6.0750
N 2.0663 -0.9010 0.4913
H 2.9727 -0.5888 0.1523
H 1.8855 -1.8426 0.1190
H 2.1710 -1.0227 1.4995



No. 2
Formula: C4H3I2NO
Source: OMol25
Level of theory: the ωB97M-V functional and the def2-TZVPD basis

Summary:
Electronic energy   -879.4017 Eh
Max |F|   3.5 eV/A
E_LUMO   -0.67 eV
Energy above the lowest of the compared OMol25 structures with the same formula, charge and spin   1.392 eV
HOMO-LUMO gap   0.2726 Eh

Cartesian coordinates (Å):
C -1.7521 -1.1228 -0.9494
C -1.1867 0.1755 1.6151
C 0.2708 -0.0351 -0.2340
C 1.7589 0.0474 -0.4224
N -0.6905 -0.5422 -0.8840
O -0.0493 0.4637 1.0525
I -3.2797 -0.3237 -2.0498
I -1.3095 1.1654 3.4014
H 2.0086 0.9660 0.0678
H 2.2791 -0.9489 -0.1904
H 1.9504 0.1546 -1.4068



No. 3
Formula: C4H10N5
Source: OMol25
Level of theory: the ωB97M-V functional and the def2-TZVPD basis

Summary:
Net charge   +1
SMILES   [H]/N=C/C=C(/N)NC(N)=[NH2+]
Electronic energy   -431.9404 Eh
Max |F|   4.2 eV/A
E_LUMO   -3.55 eV
Energy above the lowest of the compared OMol25 structures with the same formula, charge and spin   2.280 eV
HOMO-LUMO gap   0.3314 Eh

Cartesian coordinates (Å):
H 1.1009 -2.6200 0.4353
N 0.5939 -1.7255 0.4589
C -0.6142 -1.8441 0.0882
C -1.5147 -0.7575 -0.1611
C -1.2632 0.5495 -0.0055
N -2.2352 1.4835 0.0827
N 0.0834 0.8669 0.3582
C 1.2347 0.5738 -0.1964
N 2.2963 0.7199 0.7206
N 1.3405 0.3709 -1.4869
H -1.2066 -2.7320 -0.0294
H -2.6127 -1.1590 -0.3353
H -3.0707 1.3232 0.5436
H -2.1520 2.4617 -0.1434
H 0.0337 1.3063 1.2715
H 3.1750 0.3846 0.4642
H 2.2043 0.4505 1.6794
H 0.4283 0.3654 -1.8825
H 2.1783 -0.0182 -1.8622